# 1
14
Properties=species:S:1:pos:R:3:nbo_charge:R:1 method="wB97M-V/def2-TZVPD" relative_energy_kcal_mol=88.0 e_homo_ev=-9.2 gap_ev=10.2
O 1.888 0.986 -0.579 -0.71
C 1.703 -0.167 0.186 -0.08
C 0.183 -0.995 0.025 -0.46
C -0.711 0.064 -0.469 0.04
C -1.968 0.440 0.156 -0.10
O -0.777 1.173 0.424 -0.52
H 1.439 1.705 -0.099 0.48
H 1.889 -1.117 -0.229 0.21
H 1.864 0.033 1.244 0.17
H 0.177 -1.856 -0.697 0.20
H -0.097 -1.434 0.991 0.21
H -0.529 0.342 -1.509 0.19
H -2.353 -0.147 0.990 0.18
H -2.706 0.975 -0.434 0.18



# 2
13
Properties=species:S:1:pos:R:3:nbo_charge:R:1 method="wB97M-V/def2-TZVPD" relative_energy_kcal_mol=39.5 e_homo_ev=-9.0 gap_ev=10.1
O -0.300 1.701 -0.229 -0.68
C -0.714 1.452 1.036 0.16
C -1.269 0.341 1.513 -0.56
C 1.017 -1.331 -0.493 -0.38
C 1.024 -0.891 -1.748 -0.42
H -0.424 0.903 -0.769 0.49
H -1.553 0.295 2.561 0.21
H -0.533 2.312 1.674 0.18
H -1.432 -0.538 0.895 0.20
H 1.576 -0.829 0.292 0.21
H 0.454 -2.215 -0.199 0.20
H 1.595 -0.010 -2.036 0.20
H 0.461 -1.390 -2.534 0.20



# 3
45
Properties=species:S:1:pos:R:3:nbo_charge:R:1 method="wB97M-V/def2-TZVPD" e_homo_ev=-14.1 gap_ev=11.1 charge=+1
C -4.215 1.895 -0.978 -0.65
C -4.709 0.393 -0.660 -0.42
C -3.558 -0.488 -0.007 -0.24
N -3.261 -0.038 1.392 -0.87
P -1.882 -0.922 2.062 1.40
C -1.692 -2.622 1.290 -0.95
C -0.263 0.087 1.919 -0.71
C 0.790 -0.563 0.916 -0.47
C 2.194 0.194 0.866 0.65
F 3.195 -0.764 0.680 -0.31
F 2.392 0.711 2.185 -0.33
C 2.250 1.449 -0.112 0.59
F 0.891 1.823 -0.349 -0.33
F 2.817 2.522 0.572 -0.28
C 2.880 1.177 -1.557 0.59
F 2.463 -0.087 -1.960 -0.30
F 2.246 2.106 -2.418 -0.29
C 4.437 1.458 -1.560 0.46
F 5.088 1.107 -0.358 -0.29
F 4.580 2.861 -1.629 -0.28
S 5.441 0.732 -2.964 2.28
F 6.815 0.753 -1.997 -0.44
F 5.161 -0.829 -2.508 -0.44
F 4.191 0.780 -4.039 -0.44
F 5.890 2.270 -3.458 -0.44
F 6.397 0.150 -4.186 -0.41
H -3.085 1.992 -0.981 0.20
H -4.668 2.668 -0.267 0.23
H -4.606 2.171 -2.016 0.24
H -5.082 -0.052 -1.632 0.24
H -5.582 0.467 0.073 0.23
H -3.909 -1.565 0.037 0.22
H -2.622 -0.469 -0.658 0.17
H -3.060 0.972 1.386 0.41
H -2.191 -1.070 3.463 0.04
H -1.449 -2.450 0.183 0.27
H -2.651 -3.201 1.443 0.32
H -0.842 -3.140 1.845 0.28
H -0.603 1.111 1.527 0.27
H 0.105 0.223 2.981 0.29
H 0.325 -0.634 -0.127 0.25
H 1.000 -1.643 1.236 0.25
O -3.728 -3.614 3.167 -0.97
H -4.241 -4.428 3.079 0.49
H -3.648 -3.491 4.121 0.49



# 4
69
Properties=species:S:1:pos:R:3:nbo_charge:R:1 method="wB97M-V/def2-TZVPD" e_homo_ev=-8.9 gap_ev=7.3
I -1.572 -0.570 -6.804 0.20
C -0.923 -1.158 -4.931 -0.19
C -0.833 -2.468 -4.595 -0.24
C -0.405 -2.869 -3.288 -0.20
C -0.077 -1.979 -2.325 -0.20
C -0.151 -0.604 -2.653 0.07
N 0.121 0.431 -1.849 -0.64
S -0.137 1.761 -2.708 1.01
N -0.596 1.136 -4.099 -0.63
C -0.574 -0.192 -3.957 0.12
H -1.100 -3.230 -5.313 0.23
H -0.345 -3.927 -3.073 0.22
H 0.224 -2.287 -1.334 0.24
C -3.178 -0.802 -0.301 -0.36
C -3.095 -1.777 0.612 0.34
C -4.316 -2.452 1.180 0.48
O -4.131 -3.340 1.993 -0.55
C -5.623 -2.009 0.733 -0.39
C -5.703 -1.037 -0.185 0.33
C -4.476 -0.381 -0.768 0.47
O -4.660 0.473 -1.620 -0.56
O -6.845 -0.569 -0.669 -0.63
O -1.944 -2.237 1.083 -0.63
H -2.306 -0.319 -0.715 0.23
H -6.496 -2.488 1.154 0.24
H -6.600 0.121 -1.317 0.51
H -2.175 -2.933 1.729 0.51
C -5.050 -5.335 -2.250 -0.39
C -5.643 -6.094 -3.184 0.33
C -5.739 -5.664 -4.629 0.47
O -6.284 -6.437 -5.394 -0.54
C -5.185 -4.381 -5.008 -0.42
C -4.592 -3.620 -4.076 0.40
C -4.484 -4.061 -2.634 0.46
O -3.929 -3.303 -1.855 -0.57
O -4.052 -2.443 -4.343 -0.64
O -6.192 -7.270 -2.936 -0.62
H -4.979 -5.634 -1.214 0.25
H -5.266 -4.077 -6.042 0.25
H -3.666 -2.108 -3.508 0.51
H -6.541 -7.593 -3.791 0.51
C 2.267 4.415 0.487 -0.39
C 1.654 3.250 0.741 0.33
C 1.571 2.671 2.134 0.47
O 0.977 1.617 2.258 -0.53
C 2.195 3.395 3.225 -0.38
C 2.809 4.557 2.968 0.32
C 2.875 5.145 1.580 0.47
O 3.447 6.213 1.463 -0.54
O 3.411 5.294 3.892 -0.64
O 1.071 2.506 -0.186 -0.64
H 2.330 4.837 -0.506 0.24
H 2.144 2.966 4.215 0.25
H 3.771 6.076 3.427 0.52
H 0.716 1.709 0.261 0.53
C 8.321 4.845 4.951 -0.40
C 9.098 3.789 4.673 0.33
C 8.554 2.381 4.620 0.47
O 9.345 1.498 4.342 -0.54
C 7.150 2.168 4.900 -0.39
C 6.372 3.223 5.182 0.32
C 6.912 4.634 5.214 0.48
O 6.118 5.522 5.465 -0.54
O 5.079 3.129 5.448 -0.63
O 10.394 3.874 4.420 -0.62
H 8.702 5.855 4.989 0.25
H 6.772 1.156 4.872 0.24
H 4.760 4.042 5.598 0.52
H 10.697 2.960 4.249 0.51



# 5
87
Properties=species:S:1:pos:R:3:mulliken_charge:R:1 method="wB97M-V/def2-TZVPD" relative_energy_kcal_mol=150.8 e_homo_ev="-2.4 / -2.7" gap_ev="5.8 / 6.8" charge=-2
Sr -0.356 0.015 0.838 1.11
S -2.618 -0.839 0.217 -0.30
P -1.625 -0.051 -1.295 -0.68
C 0.077 -0.193 -1.284 -1.56
P -0.015 -1.882 -0.889 3.46
S -0.029 -2.582 0.942 -0.68
C 1.550 -2.529 -1.674 -0.27
C 2.483 -1.653 -2.229 -0.42
C 3.683 -2.138 -2.752 -0.63
C 3.968 -3.494 -2.704 -0.45
C 3.058 -4.370 -2.124 -0.75
C 1.859 -3.890 -1.617 -0.38
C -1.142 -2.951 -1.925 -0.25
C -2.200 -3.686 -1.392 -0.77
C -3.093 -4.342 -2.232 -0.70
C -2.912 -4.304 -3.609 -0.41
C -1.838 -3.617 -4.151 -0.68
C -0.980 -2.915 -3.313 -0.18
C -1.934 1.744 -1.274 1.93
C -3.220 2.266 -1.142 -0.72
C -3.425 3.630 -1.264 -0.80
C -2.347 4.475 -1.517 -0.64
C -1.067 3.966 -1.636 -0.48
C -0.854 2.594 -1.521 0.14
C -2.521 -0.325 -2.872 0.90
C -1.891 0.177 -4.019 -0.60
C -2.599 0.297 -5.204 -0.83
C -3.949 -0.043 -5.242 -0.49
C -4.582 -0.511 -4.104 -0.79
C -3.871 -0.648 -2.913 -0.33
H 2.257 -0.597 -2.239 0.31
H 4.392 -1.447 -3.194 0.39
H 4.901 -3.871 -3.110 0.35
H 3.292 -5.427 -2.063 0.36
H 1.144 -4.565 -1.163 0.36
H -2.283 -3.757 -0.320 0.33
H -3.939 -4.874 -1.814 0.40
H -3.611 -4.816 -4.261 0.36
H -1.690 -3.593 -5.224 0.39
H -0.160 -2.335 -3.710 0.34
H -4.045 1.590 -0.954 0.40
H -4.422 4.041 -1.149 0.39
H -2.509 5.544 -1.594 0.32
H -0.232 4.636 -1.793 0.40
H 0.141 2.174 -1.601 0.08
H -0.851 0.459 -3.939 0.42
H -2.112 0.681 -6.093 0.42
H -4.510 0.083 -6.162 0.36
H -5.639 -0.753 -4.133 0.39
H -4.347 -1.017 -2.016 0.41
F -2.189 -2.050 5.983 -0.37
C -1.307 -1.101 5.603 0.49
C -1.211 -0.781 4.271 -0.74
C -0.307 0.170 3.870 0.77
C 0.530 0.802 4.788 -0.11
C 0.376 0.447 6.112 0.85
F 1.149 1.044 7.045 -0.36
C -0.536 -0.492 6.565 -1.07
C 1.633 1.733 4.385 -0.08
C 2.952 1.456 4.736 -0.47
C 3.954 2.255 4.215 -0.57
C 3.611 3.301 3.370 -0.80
C 2.265 3.541 3.138 -0.06
N 1.302 2.785 3.654 0.11
H -1.839 -1.294 3.542 0.47
H -0.618 -0.744 7.612 0.49
H 3.180 0.609 5.368 0.36
H 4.990 2.057 4.464 0.39
H 4.367 3.933 2.920 0.41
H 1.936 4.384 2.535 0.25
O 2.616 1.364 -0.432 -0.76
C 2.904 0.603 0.482 -0.24
C 4.275 -0.079 0.569 -0.21
C 4.184 -0.881 1.856 -0.76
C 2.737 -0.659 2.311 -0.35
O 2.274 -1.224 3.296 -0.66
N 2.091 0.234 1.513 1.57
H 5.055 0.685 0.568 0.34
H 4.413 -0.703 -0.314 -0.08
H 4.850 -0.512 2.641 0.22
H 4.366 -1.949 1.732 0.33
Cl 0.061 6.195 0.954 -0.58
C -1.531 4.634 2.178 -0.20
Cl -1.145 4.919 3.855 -0.16
Cl -3.071 5.264 1.728 -0.16
C -1.136 3.340 1.754 -0.13
N -0.567 2.353 1.564 -0.03



# 6
127
Properties=species:S:1:pos:R:3:mulliken_charge:R:1 method="wB97M-V/def2-TZVPD" e_homo_ev=-8.9 gap_ev=8.7
C -3.746 2.969 -0.527 -1.75
C -3.406 1.538 -0.298 0.86
I -5.078 0.256 -0.132 0.08
C -2.181 1.059 -0.244 -1.05
I -0.593 2.451 -0.528 0.09
C -1.862 -0.392 -0.072 0.93
C -1.190 -0.819 -1.300 -0.36
N -0.808 -1.039 -2.374 -0.45
C -0.978 -0.754 1.130 0.07
C -1.639 -0.424 2.388 -0.15
N -2.103 -0.225 3.423 -0.45
N 0.404 -0.245 0.995 -0.40
C 0.875 0.361 1.936 0.65
S 1.427 1.277 3.050 -0.31
H -4.797 3.098 -0.330 0.39
H -3.598 3.236 -1.558 0.34
H -3.220 3.625 0.149 0.54
H -2.746 -1.012 0.004 0.51
H -0.898 -1.835 1.121 0.52
F 7.955 -1.921 2.739 -0.27
C 6.718 -1.565 2.326 0.40
C 6.321 -1.887 1.046 -0.40
C 5.050 -1.527 0.625 -0.84
C 4.201 -0.844 1.485 -0.11
C 4.619 -0.523 2.771 0.31
C 5.887 -0.891 3.198 -0.68
H 7.001 -2.414 0.389 0.56
H 4.722 -1.780 -0.374 0.40
H 3.214 -0.561 1.149 0.02
H 3.966 0.008 3.436 0.08
H 6.232 -0.659 4.198 0.46
F -8.801 -1.277 1.250 -0.35
C -8.457 -1.130 2.545 0.32
C -9.030 -0.112 3.281 -0.47
C -8.674 0.037 4.613 -0.34
C -7.748 -0.823 5.188 -0.53
C -7.180 -1.837 4.430 -0.33
C -7.538 -1.998 3.100 -0.38
H -9.743 0.553 2.812 0.43
H -9.119 0.826 5.203 0.39
H -7.469 -0.701 6.225 0.41
H -6.455 -2.505 4.875 0.39
H -7.111 -2.786 2.494 0.45
F 3.877 1.898 4.729 -0.17
C 4.264 2.357 5.941 0.35
C 4.892 3.582 6.024 -0.49
C 5.284 4.049 7.269 -0.38
C 5.052 3.286 8.406 -0.55
C 4.422 2.055 8.298 -0.42
C 4.018 1.584 7.057 -0.26
H 5.070 4.157 5.125 0.40
H 5.772 5.011 7.352 0.37
H 5.362 3.653 9.374 0.37
H 4.244 1.458 9.182 0.36
H 3.519 0.630 6.953 0.42
F -0.997 -1.892 -9.346 -0.37
C -0.726 -1.456 -8.097 0.24
C -0.180 -0.200 -7.929 -0.38
C 0.091 0.248 -6.643 -0.60
C -0.177 -0.565 -5.550 -0.50
C -0.721 -1.826 -5.741 -0.50
C -1.004 -2.277 -7.023 -0.08
H 0.028 0.416 -8.795 0.43
H 0.511 1.234 -6.495 0.40
H 0.035 -0.216 -4.551 0.51
H -0.927 -2.459 -4.888 0.41
H -1.437 -3.254 -7.192 0.44
F -5.437 3.307 -2.860 -0.16
C -5.304 3.587 -4.175 0.58
C -4.040 3.544 -4.728 -0.32
C -3.887 3.816 -6.078 -0.60
C -4.993 4.128 -6.852 -0.55
C -6.256 4.168 -6.278 -0.37
C -6.419 3.894 -4.928 -0.65
H -3.188 3.300 -4.105 0.43
H -2.903 3.779 -6.526 0.40
H -4.872 4.336 -7.907 0.40
H -7.116 4.412 -6.886 0.41
H -7.396 3.909 -4.463 0.42
F 11.224 1.309 1.886 -0.31
C 11.640 0.074 2.232 0.31
C 12.987 -0.223 2.161 -0.46
C 13.413 -1.493 2.521 -0.35
C 12.492 -2.445 2.936 -0.55
C 11.142 -2.127 2.996 -0.29
C 10.710 -0.857 2.646 -0.40
H 13.687 0.531 1.828 0.41
H 14.465 -1.739 2.478 0.36
H 12.827 -3.436 3.213 0.36
H 10.422 -2.868 3.316 0.37
H 9.669 -0.587 2.694 0.53
F 2.316 -7.655 0.196 -0.32
C 3.413 -6.914 0.450 0.35
C 3.267 -5.690 1.072 -0.62
C 4.397 -4.931 1.337 -0.09
C 5.650 -5.401 0.969 -0.48
C 5.777 -6.632 0.341 -0.39
C 4.651 -7.400 0.082 -0.45
H 2.279 -5.341 1.344 0.45
H 4.301 -3.973 1.830 0.38
H 6.530 -4.805 1.173 0.39
H 6.753 -6.996 0.052 0.37
H 4.728 -8.366 -0.399 0.41
F -5.852 2.782 1.866 -0.22
C -5.534 2.891 3.173 0.25
C -6.134 3.875 3.932 -0.54
C -5.805 3.977 5.276 -0.38
C -4.880 3.105 5.835 -0.58
C -4.286 2.125 5.051 -0.44
C -4.618 2.012 3.710 0.03
H -6.847 4.548 3.475 0.45
H -6.271 4.738 5.887 0.39
H -4.623 3.189 6.883 0.40
H -3.562 1.446 5.480 0.46
H -4.172 1.250 3.086 0.19
F -6.486 1.321 -7.785 -0.24
C -5.605 0.490 -8.379 0.18
C -6.039 -0.348 -9.387 -0.63
C -5.124 -1.198 -9.991 -0.41
C -3.799 -1.207 -9.577 -0.52
C -3.384 -0.360 -8.558 0.28
C -4.291 0.500 -7.956 -0.64
H -7.077 -0.331 -9.689 0.43
H -5.447 -1.855 -10.787 0.37
H -3.089 -1.875 -10.047 0.40
H -2.353 -0.370 -8.230 0.27
H -3.988 1.172 -7.164 0.55



# 7
11
Properties=species:S:1:pos:R:3:nbo_charge:R:1 method="wB97M-V/def2-TZVPD" relative_energy_kcal_mol=20.6 e_homo_ev=-9.5 gap_ev=10.8
C -0.295 -0.044 0.459 -0.08
C -0.246 0.993 -0.590 -0.43
C 1.013 0.505 -0.015 -0.43
H 0.086 -2.084 0.442 0.36
H -1.472 -1.643 -0.055 0.35
H -0.637 0.232 1.440 0.18
H -0.681 0.564 -1.522 0.24
H -0.574 1.970 -0.248 0.21
H 1.525 1.062 0.768 0.21
H 1.736 -0.157 -0.593 0.23
N -0.455 -1.399 -0.084 -0.84



# 8
19
Properties=species:S:1:pos:R:3:nbo_charge:R:1 method="wB97M-V/def2-TZVPD" relative_energy_kcal_mol=222.3 e_homo_ev=-9.7 gap_ev=4.0
N 0.438 1.731 1.737 -0.72
C -0.321 0.749 0.989 -0.12
N 0.428 -0.480 0.753 -0.46
H 0.776 1.569 2.636 0.38
H -0.743 1.105 0.030 0.30
H -1.317 0.543 1.372 0.31
H -0.092 -1.191 0.261 0.44
H -1.156 -2.959 -1.527 0.47
H 1.302 1.772 1.178 0.40
O -2.468 -1.137 0.031 -0.99
H 1.354 0.718 -1.482 0.51
H 0.187 -0.376 -2.144 0.51
O 0.802 0.351 -2.253 -0.94
H 1.331 -0.330 0.367 0.44
H 3.051 1.709 0.035 0.46
O 2.318 1.146 -0.001 -0.94
H -3.360 -1.325 0.215 0.47
H -1.702 -1.571 -0.740 0.48
O -0.829 -2.023 -1.457 -1.00